[1]
{
  "formula": "C33H36NO",
  "method": "ωB97M-V with the def2-TZVPD basis set",
  "species": ["C", "O", "C", "C", "C", "C", "C", "C", "C", "C", "C", "C", "C", "C", "C", "C", "H", "H", "H", "H", "H", "H", "H", "H", "H", "H", "H", "H", "H", "H", "H", "C", "C", "C", "C", "C", "C", "C", "C", "C", "C", "C", "C", "C", "N", "C", "C", "C", "C", "C", "H", "H", "H", "H", "H", "H", "H", "H", "H", "H", "H", "H", "H", "H", "H", "H", "H", "H", "H", "H", "H"],
  "xyz": [[-5.0659, -4.9875, -2.4737], [-4.3280, -4.9797, -1.2195], [-3.3123, -4.0780, -1.1232], [-2.6880, -3.8924, 0.1356], [-1.7963, -2.8479, 0.3033], [-1.4500, -2.0088, -0.7718], [-0.5116, -0.7994, -0.5052], [-0.1836, -0.0630, -1.8141], [1.0154, -0.2315, -2.5060], [1.3673, 0.6906, -3.4930], [0.4687, 1.6832, -3.8997], [0.8311, 2.7110, -4.9341], [-0.8060, 1.7152, -3.3248], [-1.1450, 0.8261, -2.3040], [-1.9548, -2.2889, -2.0334], [-2.9124, -3.2784, -2.2193], [-5.8321, -5.7485, -2.3356], [-5.5290, -4.0046, -2.6629], [-4.3992, -5.2606, -3.3050], [-2.9777, -4.5207, 0.9683], [-1.3735, -2.6546, 1.2950], [0.4255, -1.2405, -0.1036], [1.6710, -1.0677, -2.2151], [2.3564, 0.6088, -3.9614], [0.0755, 2.7697, -5.7275], [0.8837, 3.7085, -4.4802], [1.8000, 2.4892, -5.3870], [-1.5663, 2.4253, -3.6619], [-2.1620, 0.8031, -1.8974], [-1.6381, -1.6998, -2.8974], [-3.3755, -3.3751, -3.2052], [6.5492, 1.2889, 1.6103], [5.9683, 0.5613, 2.6348], [4.5973, 0.2111, 2.5936], [4.0157, -0.5935, 3.6072], [2.6928, -0.9985, 3.5365], [1.8762, -0.5272, 2.4958], [2.3617, 0.3843, 1.5639], [1.4118, 1.0328, 0.5999], [-0.0900, 1.0339, 1.0178], [-0.6347, 2.4436, 0.8932], [-1.9206, 2.4716, 1.7230], [-2.9088, 1.5758, 0.9929], [-2.4007, 0.1672, 0.6874], [-0.9791, 0.0840, 0.3602], [-1.4911, 0.5858, 3.3590], [-1.7122, 2.0287, 3.2125], [3.7727, 0.6886, 1.5086], [4.4017, 1.4219, 0.4716], [5.7677, 1.7111, 0.5150], [7.6104, 1.5376, 1.6507], [6.5484, 0.2381, 3.5001], [4.6432, -0.9017, 4.4439], [2.2576, -1.6790, 4.2669], [0.8496, -0.8779, 2.4226], [1.7379, 2.0775, 0.4693], [1.5644, 0.5909, -0.3899], [-0.1895, 0.7284, 2.0864], [0.1003, 3.1654, 1.2731], [-0.8106, 2.6545, -0.1763], [-2.2966, 3.4996, 1.7122], [-3.8257, 1.4754, 1.5717], [-3.1458, 2.0475, 0.0269], [-2.6352, -0.5458, 1.4911], [-2.9674, -0.2054, -0.1873], [-2.4031, -0.0124, 3.4185], [-0.7298, 0.2797, 4.0877], [-0.8786, 2.6059, 3.6459], [-2.6373, 2.3057, 3.7419], [3.8117, 1.7653, -0.3850], [6.2308, 2.2761, -0.2939]],
  "forces_ev_per_angstrom": [[0.44, -0.05, 0.59], [0.11, 0.30, -0.48], [-0.03, 0.58, -0.54], [-0.44, 0.09, -0.59], [0.01, 0.10, -0.29], [0.49, 0.16, 0.50], [2.01, -4.50, -4.39], [-0.17, -0.51, -0.52], [-0.11, 0.20, 0.45], [0.04, -0.32, -0.29], [-0.04, 0.04, 0.12], [0.08, 0.16, -0.11], [-0.36, -0.43, 0.26], [0.45, 0.35, -0.14], [-0.05, 0.28, -0.01], [-0.27, -0.44, 0.49], [0.08, 0.11, -0.08], [0.18, -0.34, 0.11], [-0.27, 0.03, 0.23], [0.00, -0.03, -0.07], [-0.07, -0.14, -0.30], [-0.15, 0.11, -0.31], [-0.09, 0.62, -0.11], [-0.48, 0.10, 0.08], [0.17, -0.10, 0.15], [0.05, -0.16, -0.08], [-0.13, 0.07, 0.01], [0.36, -0.17, -0.07], [0.44, 0.26, -0.07], [-0.17, -0.16, 0.34], [0.29, -0.11, 0.47], [-0.20, -0.28, 0.50], [0.23, 0.24, -0.40], [-0.57, 0.28, -0.50], [-0.68, -0.35, 0.24], [0.90, -0.04, 0.12], [0.60, 0.78, -0.62], [0.05, -0.80, 0.51], [0.10, -0.15, -0.18], [-0.14, -0.66, -3.32], [-0.09, 0.00, 1.46], [-0.37, 0.68, -1.04], [-0.17, -0.05, -0.11], [0.62, 0.31, -0.85], [-1.73, 4.44, 4.13], [-0.09, 1.23, 2.01], [0.50, 0.50, -0.24], [0.05, -0.38, 0.88], [0.60, 0.42, -0.16], [-1.01, -0.25, 0.02], [-0.31, -0.07, -0.01], [-0.04, 0.06, -0.30], [-0.16, -0.01, -0.22], [0.28, 0.16, -0.05], [0.14, 0.08, 0.13], [-0.34, -0.27, 0.15], [-0.29, 0.11, 0.17], [-0.54, -0.45, 1.88], [-0.20, -0.17, -0.02], [-0.02, -0.11, 0.46], [-0.12, -0.19, 0.30], [-0.25, 0.07, -0.11], [-0.08, -0.02, 0.38], [0.17, -0.02, 0.26], [0.27, -0.09, 0.53], [0.54, -0.27, -0.71], [0.10, -0.16, -0.78], [-0.24, -0.23, -0.20], [0.03, -0.17, -0.15], [0.24, -0.11, 0.31], [-0.16, -0.18, 0.19]],
  "gap_ev": 4.7,
  "energy_ev": -38332.92982,
  "total_charge": 1,
  "spin_multiplicity": 1,
  "de_lowest_kcal_mol": 30.9
}

=====

[2]
{
  "formula": "C33H37BrGaN4O3S",
  "method": "ωB97M-V with the def2-TZVPD basis set",
  "species": ["Ga", "O", "S", "O", "N", "C", "C", "C", "C", "C", "C", "C", "C", "N", "C", "C", "C", "C", "C", "C", "C", "H", "H", "H", "H", "H", "H", "H", "H", "H", "H", "H", "C", "C", "C", "C", "C", "C", "C", "Br", "C", "O", "C", "C", "C", "C", "C", "C", "H", "H", "H", "H", "H", "H", "H", "H", "H", "H", "H", "H", "H", "H", "H", "H", "H", "H", "H", "H", "C", "N", "C", "C", "N", "C", "H", "H", "H", "H", "H", "H"],
  "xyz": [[0.1309, -1.0024, -1.1493], [3.0908, -0.1558, 1.9099], [2.3542, 0.4673, 0.8513], [1.1698, 1.2022, 1.2044], [1.9189, -0.6611, -0.2629], [2.8785, -1.6636, -0.5323], [4.2363, -1.6564, -0.3100], [5.0145, -2.8048, -0.5875], [4.4631, -3.9613, -1.0504], [3.0740, -4.0018, -1.3094], [2.3761, -5.1459, -1.7446], [1.0209, -5.0897, -1.9544], [0.3583, -3.8754, -1.7754], [0.9952, -2.7821, -1.3766], [2.3233, -2.8336, -1.1008], [3.4696, 1.5613, 0.0194], [4.2598, 2.3714, 0.8288], [5.1430, 3.2593, 0.2373], [5.2411, 3.3283, -1.1475], [4.4561, 2.5092, -1.9451], [3.5651, 1.6199, -1.3614], [4.7289, -0.7948, 0.1074], [6.0775, -2.7566, -0.3908], [5.0615, -4.8485, -1.2121], [2.9212, -6.0708, -1.8918], [0.4555, -5.9523, -2.2752], [-0.6964, -3.7632, -1.9744], [4.1835, 2.2990, 1.9063], [5.7626, 3.8922, 0.8588], [5.9403, 4.0164, -1.6046], [4.5427, 2.5554, -3.0230], [2.9675, 0.9591, -1.9749], [-6.3864, 0.9724, 1.7285], [-6.5202, 0.5740, 0.2522], [-6.9176, 1.8129, -0.5498], [-7.6282, -0.4790, 0.1062], [-5.2017, -0.0205, -0.2356], [-4.5399, 0.4377, -1.3607], [-3.3417, -0.1480, -1.7437], [-2.5979, 0.4018, -3.4086], [-2.7500, -1.1861, -1.0306], [-1.5243, -1.6365, -1.3998], [-3.4655, -1.7448, 0.0518], [-4.6483, -1.1237, 0.4244], [-3.0187, -3.0459, 0.7455], [-1.6064, -2.9405, 1.3345], [-3.1747, -4.1592, -0.3009], [-3.9282, -3.4128, 1.9240], [-7.3216, 1.4104, 2.0836], [-5.5920, 1.7104, 1.8633], [-6.1615, 0.1137, 2.3628], [-7.8413, 2.2277, -0.1437], [-7.0987, 1.5766, -1.6003], [-6.1524, 2.5912, -0.4967], [-8.5785, -0.0777, 0.4655], [-7.4056, -1.3783, 0.6828], [-7.7528, -0.7691, -0.9389], [-4.9347, 1.2437, -1.9628], [-5.1935, -1.5329, 1.2639], [-0.8502, -2.6549, 0.6089], [-1.3056, -3.8873, 1.7867], [-1.6043, -2.1845, 2.1238], [-2.6422, -3.9503, -1.2260], [-4.2300, -4.2350, -0.5727], [-2.8673, -5.1294, 0.0978], [-3.8903, -2.6651, 2.7190], [-3.5831, -4.3597, 2.3436], [-4.9670, -3.5529, 1.6216], [-1.4615, 3.9132, 0.4004], [-0.8926, 2.8942, -0.4769], [-0.1870, 3.1130, -1.6412], [0.2026, 1.8967, -2.0869], [-0.2388, 0.9425, -1.1911], [-0.8946, 1.5858, -0.2393], [-0.9803, 4.8626, 0.1860], [-1.2639, 3.6443, 1.4346], [-2.5326, 4.0020, 0.2317], [-0.0560, 4.0980, -2.0537], [0.7342, 1.6442, -2.9880], [-1.3712, 1.1374, 0.6162]],
  "forces_ev_per_angstrom": [[0.92, 0.67, 1.18], [0.00, -0.03, -0.04], [-0.05, -0.06, 0.12], [0.02, -0.02, -0.01], [0.12, -0.06, -0.19], [-0.05, -0.01, 0.02], [-0.13, -0.07, -0.06], [0.03, 0.10, 0.05], [-0.02, -0.11, -0.01], [0.03, 0.01, -0.07], [0.00, 0.01, 0.03], [0.02, 0.00, 0.01], [0.04, 0.10, -0.22], [-0.44, -0.36, -0.58], [0.01, 0.08, 0.16], [0.01, 0.02, 0.03], [-0.04, 0.02, 0.00], [0.00, 0.00, -0.01], [0.01, 0.01, 0.02], [0.00, 0.01, -0.01], [-0.01, -0.04, -0.02], [0.01, 0.06, 0.07], [-0.02, 0.00, 0.00], [0.00, 0.03, 0.00], [-0.01, 0.02, -0.03], [0.03, -0.01, 0.01], [-0.03, 0.01, 0.00], [0.01, -0.02, -0.02], [-0.01, -0.01, -0.01], [-0.01, -0.01, 0.01], [0.00, -0.01, 0.02], [0.01, 0.01, 0.01], [-0.01, 0.01, 0.01], [0.01, 0.00, 0.01], [-0.01, 0.01, 0.00], [-0.03, 0.00, 0.01], [0.07, -0.14, 0.03], [0.03, 0.05, 0.01], [-0.11, -0.08, -0.17], [0.02, -0.02, 0.08], [0.00, 0.45, 0.04], [-0.26, -0.83, 0.03], [0.22, 0.08, 0.23], [-0.16, 0.07, -0.04], [-0.14, 0.21, -0.10], [-0.04, 0.17, 0.06], [-0.10, -0.09, 0.01], [-0.01, -0.07, 0.01], [0.02, -0.01, -0.01], [-0.01, -0.01, 0.00], [0.00, 0.02, -0.01], [0.01, -0.01, -0.01], [0.01, 0.00, 0.02], [-0.01, -0.01, 0.00], [0.02, -0.01, -0.01], [-0.01, 0.01, -0.01], [0.01, 0.00, 0.02], [-0.02, -0.03, 0.01], [0.03, 0.07, -0.05], [0.02, -0.17, -0.04], [0.00, -0.01, -0.04], [0.04, -0.02, 0.02], [0.16, 0.01, 0.03], [0.01, -0.05, 0.02], [0.09, 0.05, -0.02], [-0.01, 0.00, -0.03], [-0.01, 0.02, 0.02], [0.03, -0.01, -0.01], [-0.02, -0.04, -0.07], [0.11, -0.01, 0.08], [-0.08, 0.00, -0.03], [0.09, 0.02, 0.07], [-0.18, 0.01, -0.51], [-0.29, 0.00, -0.15], [0.00, 0.00, 0.00], [-0.01, 0.00, 0.01], [0.00, 0.00, 0.00], [0.02, -0.02, 0.03], [0.01, 0.00, 0.05], [0.04, -0.01, 0.01]],
  "gap_ev": 7.2,
  "energy_ev": -180175.37893,
  "total_charge": 1,
  "spin_multiplicity": 1,
  "de_lowest_kcal_mol": 30.5
}

=====

[3]
{
  "formula": "C33H37Cl2N6NiO",
  "method": "ωB97M-V with the def2-TZVPD basis set",
  "species": ["Ni", "C", "C", "O", "H", "H", "H", "H", "H", "N", "C", "C", "C", "C", "C", "H", "H", "H", "H", "H", "N", "C", "C", "C", "C", "C", "H", "H", "H", "H", "H", "N", "C", "C", "C", "C", "C", "H", "H", "H", "H", "H", "N", "C", "C", "C", "C", "C", "H", "H", "H", "H", "H", "N", "C", "C", "C", "C", "C", "H", "H", "H", "H", "H", "N", "C", "C", "C", "C", "C", "H", "H", "H", "H", "H", "C", "Cl", "Cl", "H", "H"],
  "xyz": [[17.0125, -24.6674, 8.0105], [16.6054, -22.1533, 11.8315], [15.9243, -23.2851, 11.0823], [16.4808, -23.6696, 9.8232], [16.6199, -22.3076, 12.9105], [16.3288, -21.1336, 11.5634], [17.6727, -22.1875, 11.6130], [14.8808, -22.9770, 11.0179], [15.8234, -24.1579, 11.7274], [15.6898, -23.3586, 6.9480], [15.5771, -22.0778, 7.2272], [14.7747, -21.1303, 6.6108], [14.0155, -21.5095, 5.5032], [13.9672, -22.8976, 5.2418], [14.8726, -23.7408, 5.9411], [16.2146, -21.6334, 7.9771], [14.7075, -20.1627, 7.0857], [13.3350, -20.8005, 5.0550], [13.3877, -23.2241, 4.3909], [14.9419, -24.7535, 5.5722], [21.0684, -21.5416, 13.3096], [20.1243, -20.5416, 13.1489], [20.3399, -19.2399, 13.6078], [21.5023, -18.9667, 14.2809], [22.4978, -19.9365, 14.4000], [22.1861, -21.1772, 14.0242], [19.2369, -20.8080, 12.5939], [19.6131, -18.4412, 13.5898], [21.7831, -18.0204, 14.7191], [23.3812, -19.6976, 14.9735], [22.9572, -21.9040, 14.2333], [18.5998, -23.1878, 7.7642], [18.9230, -22.6376, 6.5683], [19.8632, -21.6755, 6.2904], [20.7102, -21.2626, 7.3345], [20.4855, -21.8230, 8.6055], [19.4082, -22.7148, 8.7982], [18.4760, -23.1725, 5.7434], [20.0745, -21.2864, 5.3053], [21.3837, -20.4260, 7.2199], [21.1679, -21.6667, 9.4279], [19.3445, -23.1430, 9.7877], [20.8041, -26.3447, 14.8461], [20.0096, -27.4250, 14.9936], [18.5699, -27.3300, 14.8471], [18.0639, -26.0784, 14.5531], [18.8477, -24.9819, 14.4098], [20.2142, -25.1665, 14.5541], [20.4462, -28.4105, 15.0622], [17.9919, -28.2340, 14.9700], [17.0284, -25.8874, 14.3133], [18.5961, -23.9488, 14.2208], [20.8482, -24.2966, 14.6422], [11.7115, -23.9703, 13.1832], [12.7765, -24.8494, 13.0760], [12.5687, -26.2194, 12.8905], [11.2728, -26.7472, 12.9027], [10.1842, -25.9270, 13.0487], [10.4291, -24.4868, 13.1616], [13.7680, -24.4272, 13.0048], [13.3526, -26.9588, 12.8185], [11.1185, -27.7956, 12.6943], [9.1770, -26.3130, 13.1024], [9.5817, -23.8476, 13.3609], [17.6578, -23.7563, 17.2056], [18.7298, -22.9046, 17.1830], [18.8397, -21.8822, 16.1805], [17.8142, -21.6331, 15.3156], [16.6341, -22.4323, 15.4670], [16.5758, -23.4241, 16.4243], [19.5874, -23.1852, 17.7765], [19.7265, -21.2657, 16.1689], [17.9812, -20.8514, 14.5894], [15.6811, -22.2670, 14.9865], [15.6695, -23.9916, 16.5759], [12.0628, -21.6495, 9.4157], [11.6333, -20.2889, 8.3863], [10.6332, -22.3430, 10.1436], [12.4572, -22.4212, 8.7547], [12.7223, -21.3652, 10.2358]],
  "forces_ev_per_angstrom": [[-0.87, 4.03, 2.07], [1.79, -0.04, -0.40], [-0.98, -0.81, -0.67], [1.02, -0.34, -0.48], [-0.65, 0.07, -0.04], [-0.49, -0.14, 0.06], [0.31, -0.13, -0.24], [-0.39, 0.03, -0.69], [0.49, -0.29, 0.19], [-0.62, -1.26, -1.55], [0.84, 2.16, 1.31], [-0.41, -0.81, -0.57], [-0.57, -1.08, 1.57], [1.81, 1.01, 0.32], [-1.10, 0.10, -1.24], [0.16, -0.66, 0.50], [0.20, 0.20, -0.38], [0.11, -0.05, -0.39], [0.00, -0.51, 0.19], [0.00, -0.27, 0.35], [-0.68, 1.84, 1.07], [2.27, -0.97, 0.12], [-0.50, -0.05, 0.59], [1.60, 0.15, 0.05], [-0.96, 2.20, 1.32], [-0.59, -2.37, -1.91], [-0.09, -0.09, -0.09], [-0.37, -0.18, -0.46], [-0.64, 0.41, -0.19], [0.22, -0.18, -0.20], [-0.31, -0.77, -0.31], [2.09, 1.12, 1.24], [-0.75, -1.67, -0.57], [1.38, 0.52, 1.28], [-1.62, -0.05, 0.69], [-0.90, -0.70, -0.90], [0.50, -0.40, -1.13], [-0.50, 0.42, -0.30], [-0.45, -0.24, -0.18], [0.45, -0.31, -0.21], [-0.17, 0.28, 0.12], [-0.70, -0.18, -0.07], [-0.77, -0.48, -0.05], [-1.92, 1.40, -1.23], [2.52, 0.09, 0.35], [-1.89, -0.51, -0.52], [2.62, 0.64, 0.03], [0.38, -0.72, 1.43], [0.34, 0.09, 0.43], [-0.26, 0.16, -0.11], [-0.52, -0.59, 0.32], [-0.81, -0.22, -0.27], [0.35, 0.09, -0.57], [-0.84, -1.54, -0.07], [-2.57, -0.18, -0.64], [-0.27, 0.21, 0.53], [0.10, 0.23, -0.49], [0.52, 2.82, 0.23], [2.40, -2.38, 0.46], [0.06, 0.21, 0.25], [0.46, 0.33, -0.15], [0.09, -0.18, 0.28], [-0.05, 0.06, -0.13], [0.21, 0.44, -0.24], [0.72, 4.79, -2.93], [-0.68, -1.77, -0.27], [-0.13, -0.84, 1.63], [-1.50, -1.31, 0.48], [1.09, 0.82, 0.02], [0.61, -1.73, 1.43], [0.06, 0.12, 0.27], [0.31, -0.28, 0.03], [-0.56, 0.04, -0.12], [0.14, 0.23, -0.35], [-0.15, 0.00, 0.14], [-0.12, -0.53, -0.16], [0.22, 0.43, -0.06], [-0.49, -0.25, 0.31], [0.34, 0.20, 0.28], [0.07, 0.13, -0.42]],
  "s2": 3.769,
  "gap_ev": [6.6, 2.9],
  "energy_ev": -111875.06534,
  "total_charge": 2,
  "spin_multiplicity": 4
}